[1]
The following is a DFT calculation (ωB97M-V/def2-TZVPD) of a molecular structure, C34H55CaClN3OP2 at a distorted geometry.

Geometry (Å):
C 2.4941 -1.3447 -1.0102
C 1.3341 0.4427 -1.9583
C 3.4135 -1.3582 -2.0600
C 2.1570 0.4093 -3.0882
C 3.2312 -0.4897 -3.1260
H 4.2140 -2.0937 -2.0287
H 1.9452 1.0992 -3.9123
H 3.8914 -0.5153 -3.9907
N 1.5171 -0.4238 -0.9262
P 0.9248 -2.7321 0.8745
P 0.1664 2.4439 -0.1810
C 2.5380 -2.4842 0.0265
H 2.8053 -3.4191 -0.4904
H 3.3399 -2.3027 0.7605
C 0.1746 1.4280 -1.8488
H 0.2503 2.2106 -2.6158
C -1.4058 3.5005 -0.2137
C 1.6801 3.5737 -0.1495
C -0.0724 -3.8239 -0.3266
C 1.2461 -3.5841 2.5354
C -2.5296 2.7084 0.4930
H -2.2502 2.4583 1.5269
H -3.4270 3.3420 0.5332
H -2.7888 1.7768 -0.0263
C -1.2257 4.8211 0.5436
H -0.9050 4.6542 1.5769
H -0.5313 5.5011 0.0432
H -2.2003 5.3300 0.5789
C -1.8057 3.7986 -1.6614
H -2.7429 4.3794 -1.6562
H -1.0488 4.4001 -2.1866
H -1.9924 2.8804 -2.2306
C 1.7951 4.1656 1.2791
H 1.4383 3.4693 2.0495
H 2.8491 4.3931 1.4966
H 1.2448 5.1090 1.3736
C 2.9376 2.7194 -0.4125
H 3.0091 1.8738 0.2846
H 2.9568 2.3354 -1.4429
H 3.8281 3.3571 -0.2675
C 1.6110 4.6894 -1.2121
H 1.0119 4.4198 -2.0914
H 1.2248 5.6293 -0.7985
H 2.6316 4.9075 -1.5707
C -0.1083 -3.8985 3.1957
H 0.0742 -4.3242 4.1927
H -0.7204 -2.9961 3.3328
H -0.6996 -4.6366 2.6381
C 2.0258 -2.5840 3.4106
H 3.0112 -2.3602 2.9852
H 1.4902 -1.6389 3.5564
H 2.1800 -3.0374 4.4016
C 2.0958 -4.8562 2.4210
H 2.9855 -4.7015 1.7978
H 2.4333 -5.1303 3.4337
H 1.5440 -5.7192 2.0349
C 0.2340 -3.4755 -1.7934
H 1.2746 -3.6944 -2.0603
H -0.4051 -4.0841 -2.4545
H 0.0314 -2.4192 -2.0109
C -1.5694 -3.5030 -0.0641
H -1.8425 -2.5033 -0.4562
H -2.1971 -4.2494 -0.5775
H -1.8252 -3.5326 1.0080
C 0.2326 -5.3130 -0.1329
H 1.3030 -5.5156 -0.2548
H -0.0953 -5.7015 0.8360
H -0.2942 -5.8952 -0.9061
Ca -0.4327 -0.2133 0.7849
C 1.6251 0.6435 2.0420
O 2.4620 0.9756 2.7635
N -1.6827 -0.0544 -1.0546
C -1.2127 0.5342 -2.0351
C -1.8201 0.4265 -3.5055
C -1.2987 1.5007 -4.4425
C -1.4752 -0.9499 -4.0728
C -3.3558 0.5515 -3.3782
H -1.5209 2.5059 -4.0760
H -0.2232 1.4057 -4.6166
H -1.8047 1.3902 -5.4091
H -1.7949 -1.7525 -3.3929
H -1.9898 -1.1011 -5.0325
H -0.3979 -1.0569 -4.2486
H -3.7656 1.1737 -4.1836
H -3.8335 -0.4360 -3.4153
H -3.6302 1.0057 -2.4182
Cl -1.1376 2.6706 6.1022
C -1.6651 1.4062 5.0784
C -2.8030 0.6609 5.4075
C -3.2152 -0.3281 4.5142
C -2.4904 -0.5203 3.3345
N -1.3894 0.1989 3.0317
C -0.9498 1.1398 3.9015
H -3.3411 0.8650 6.3280
H -4.0955 -0.9427 4.7057
H -2.8117 -1.2710 2.6010
H -0.0438 1.6858 3.6598

Values from the calculation:
**Total charge**: +1
**Electronic energy**: -92204.2476 eV
**Energy above the lowest of the compared OMol25 structures with the same formula, charge and spin**: 0.000 eV
**Kohn-Sham gap**: 6.75 eV
**HOMO level**: -9.356 eV
**LUMO level**: -2.61 eV
**Multiplicity**: 1

[2]
The following is a DFT calculation (ωB97M-V/def2-TZVPD) of a molecular structure, C34H28Cl2MnNO2S3Sb at a distorted geometry.

Geometry (Å):
Mn 0.9610 3.1395 -0.1243
Cl -0.7584 4.6986 0.2760
C -1.8011 4.0776 1.5263
C -2.8305 4.8647 2.0084
C -3.6498 4.3666 3.0084
C -3.4386 3.0960 3.5207
C -2.4104 2.3146 3.0316
Cl -2.1471 0.7474 3.6625
C -1.5652 2.7866 2.0133
S -0.3147 1.7656 1.3837
H -2.9898 5.8492 1.5994
H -4.4576 4.9690 3.3918
H -4.0694 2.6954 4.2980
C 2.3065 -2.4112 -1.4637
C 1.0989 -3.3000 -1.5290
C 1.1312 -4.4605 -2.2904
C 0.0260 -5.2880 -2.3791
C -1.1273 -4.9619 -1.6883
C -1.1671 -3.8048 -0.9290
C -0.0717 -2.9621 -0.8525
Sb -0.0855 -1.1224 0.3348
C -0.3204 0.1032 -1.4681
C 0.6634 1.0828 -1.6142
C 0.6045 2.0341 -2.6388
C -0.4673 2.0055 -3.5214
C -1.3991 0.9895 -3.4254
C -1.3271 0.0149 -2.4303
C -2.2671 -1.1467 -2.5169
C -2.1602 -1.2399 0.9958
C -3.0990 -0.3083 0.5763
C -4.4098 -0.3653 1.0201
C -4.7891 -1.3591 1.9034
C -3.8464 -2.2621 2.3588
C -2.5257 -2.2091 1.9306
C -1.5226 -3.1649 2.5004
H 3.1651 -2.8820 -1.9372
H 2.5599 -2.1893 -0.4248
H 2.1040 -1.4675 -1.9739
H 2.0356 -4.7222 -2.8217
H 0.0681 -6.1832 -2.9822
H -1.9921 -5.6064 -1.7394
H -2.0756 -3.5532 -0.3992
H 1.5840 1.0019 -1.0071
H 1.4320 2.7115 -2.8197
H -0.5422 2.7360 -4.3123
H -2.1948 0.9319 -4.1545
H -3.1314 -0.8962 -3.1273
H -2.6052 -1.4733 -1.5400
H -1.7455 -1.9831 -2.9835
H -2.8015 0.4845 -0.0987
H -5.1300 0.3652 0.6816
H -5.8077 -1.4167 2.2581
H -4.1371 -3.0180 3.0738
H -1.9897 -3.8254 3.2277
H -0.7250 -2.6120 2.9977
H -1.0667 -3.7729 1.7195
O 4.5381 4.7632 0.1146
S 3.7373 3.6137 -0.1567
O 2.8309 3.7388 -1.2981
N 2.7525 3.1499 1.0903
C 3.2276 2.0454 1.6720
S 2.5249 1.3181 2.9909
C 4.3896 1.4552 1.0003
C 5.0839 0.3125 1.3774
C 6.1516 -0.0936 0.5953
C 6.5081 0.6010 -0.5535
C 5.8038 1.7347 -0.9454
C 4.7558 2.1406 -0.1545
H 4.7914 -0.2181 2.2694
H 6.7149 -0.9685 0.8799
H 7.3463 0.2661 -1.1459
H 6.0656 2.2766 -1.8417

Values from the calculation:
**Total charge**: 0
**Electronic energy**: -136706.0895 eV
**<S²>**: 8.757
**Energy above the lowest of the compared OMol25 structures with the same formula, charge and spin**: 1.835 eV
**Kohn-Sham gap (alpha / beta)**: 7.06 / 7.04 eV
**HOMO level (alpha / beta)**: -7.402 / -7.459 eV
**LUMO level (alpha / beta)**: -0.34 / -0.42 eV
**Multiplicity**: 6

[3]
The following is a DFT calculation (ωB97M-V/def2-TZVPD) of 2 unconnected molecules or ions with the total composition C6H13O2 at a distorted geometry.

Geometry (Å):
C -0.5532 -2.0719 -0.0514
C -0.1798 -2.0761 -1.5463
C 0.6097 -1.4704 0.7799
O 1.3629 -2.2756 1.3748
O 0.7484 -0.2245 0.6492
H -1.4375 -1.4751 0.1715
H -0.8345 -3.0546 0.3271
H 0.8397 -1.7197 -1.6616
H -0.8407 -1.4301 -2.1208
H -0.3792 -3.0659 -1.9663
C -0.9498 2.8207 -0.2348
C -0.0820 2.6495 1.0233
C -0.5364 1.8339 -1.3149
H -0.7714 3.8300 -0.6130
H -2.0050 2.7216 0.0136
H 0.9835 2.7191 0.7661
H -0.4477 3.2915 1.8366
H -1.3395 1.5794 -2.0104
H -0.1480 1.6167 1.3656
H -0.0452 0.9263 -0.9404
H 0.2267 2.2372 -1.9795

Values from the calculation:
**Total charge**: -1
**Electronic energy**: -10529.0916 eV
**Energy above the lowest of the compared OMol25 structures with the same formula, charge and spin**: 0.613 eV
**Kohn-Sham gap**: 8.05 eV
**HOMO level**: -4.058 eV
**LUMO level**: 3.99 eV
**Multiplicity**: 1

[4]
The following is a DFT calculation (ωB97M-V/def2-TZVPD) of a molecular structure, C3H4LiO2Sc at a distorted geometry.

Geometry (Å):
O -0.8976 -0.5462 -0.5230
Li 0.9230 -0.0372 -1.2455
C -1.3143 -0.0822 0.5560
C -0.4022 0.3586 1.6111
H -2.3963 -0.0639 0.7646
H -0.6993 -0.1199 2.5581
H -0.5720 1.4359 1.7678
Sc -2.3556 -1.5473 -2.0264
C 3.0337 0.2334 -2.1735
O 4.0490 0.3475 -2.6379
H 0.6316 0.0212 1.3487

Values from the calculation:
**Total charge**: +3
**Electronic energy**: -28143.0610 eV
**<S²>**: 0.750
**Kohn-Sham gap (alpha / beta)**: 8.68 / 9.47 eV
**HOMO level (alpha / beta)**: -23.633 / -24.351 eV
**LUMO level (alpha / beta)**: -14.95 / -14.88 eV
**Multiplicity**: 2